{
  "formula": "C8H36O12",
  "method": "wB97M-V/def2-TZVPD",
  "elements": ["C", "C", "C", "C", "C", "C", "C", "C", "H", "H", "H", "H", "H", "H", "H", "H", "H", "H", "H", "H", "H", "H", "O", "H", "H", "O", "H", "H", "O", "H", "H", "O", "H", "H", "O", "H", "H", "O", "H", "H", "O", "H", "H", "O", "H", "H", "O", "H", "H", "O", "H", "H", "O", "H", "H", "O"],
  "coordinates": [[1.24326, -0.17981, -1.00510], [0.56202, 0.66503, 0.01521], [0.77690, 2.01449, -0.04791], [-1.55493, -0.05648, 0.74010], [-0.23312, 0.12094, 1.04346], [0.35140, -0.43490, 2.25274], [-3.35125, 0.06407, 2.39779], [-2.54420, -0.67568, 1.70616], [0.61187, -0.19315, -1.85143], [2.40188, 0.24002, -0.92871], [1.51162, -1.10838, -0.46220], [0.16736, 2.72714, 0.54254], [1.50677, 2.39406, -0.71074], [-2.08339, -0.06489, -0.28616], [-0.49183, -0.58999, 2.89788], [1.06976, 0.33397, 2.82267], [1.25888, -1.23003, 2.03159], [-3.38189, 1.19619, 2.62174], [-4.01744, -0.38308, 3.07438], [-2.48084, -1.69930, 1.89747], [-1.63655, -3.56344, -3.60791], [-1.19283, -2.15676, -3.69829], [-0.77079, -3.09373, -3.59916], [-0.74517, 4.46488, 0.35273], [-1.34450, 4.25902, 1.72075], [-0.59338, 4.26591, 1.18530], [3.71265, -3.02463, 0.69708], [3.22723, -1.44437, 0.56576], [2.95129, -2.46063, 0.90040], [4.12910, 2.83130, 1.08495], [2.62365, 3.09838, 1.45359], [3.36056, 2.44960, 1.14801], [1.41188, -3.18006, 0.68151], [0.54110, -4.28252, 1.44754], [0.63856, -3.73473, 0.71875], [3.47228, 0.82451, 0.52371], [4.79831, 0.23693, 0.19958], [4.00632, 0.01778, 0.29030], [-1.98134, -4.02847, -0.85344], [-3.28795, -3.37983, -0.60597], [-2.60771, -3.30915, -1.31651], [-2.40123, 1.89027, -3.66414], [-2.20288, 0.78881, -2.61521], [-2.11443, 1.70374, -2.73294], [-2.26067, -1.71182, -1.89887], [-0.86203, -0.87572, -2.24301], [-1.81509, -0.92729, -2.34411], [0.85831, 4.06247, 1.87838], [1.49110, 3.48094, 3.15751], [1.73092, 4.02270, 2.43142], [0.23804, -4.16175, -2.58641], [0.38636, -4.24280, -1.10454], [-0.10795, -4.65175, -1.78181], [-1.37010, 4.92570, -1.77123], [-2.02453, 3.56286, -1.61891], [-1.58137, 4.20343, -1.14628]],
  "atomic_forces_ev_per_a": [[4.4, 0.3, 3.7], [2.1, 4.3, -1.4], [-1.8, -1.8, 1.0], [-0.6, -1.4, 0.0], [-3.8, -1.2, -1.3], [4.5, 1.0, 1.4], [-1.1, 2.9, 2.1], [2.2, 1.9, -1.4], [0.5, -0.3, -1.4], [-3.2, -0.7, -2.1], [-1.0, -0.4, -1.2], [0.9, -1.2, -0.5], [0.5, 0.4, -0.9], [1.7, 1.0, 1.5], [0.2, -1.3, 0.8], [-1.7, -1.0, -1.2], [-3.0, 1.2, 0.6], [0.4, -1.7, -1.4], [-0.9, -0.9, 0.8], [-0.3, -1.8, -0.1], [1.1, -0.3, 0.3], [1.5, -2.0, 0.3], [-2.6, 2.5, -1.6], [-1.9, 1.3, -6.4], [-2.0, 0.1, 0.8], [3.3, -0.8, 6.4], [-0.2, 0.3, 0.0], [-0.2, -3.4, 1.2], [1.1, 3.2, -1.1], [6.4, 3.7, -0.3], [1.5, -0.8, 0.0], [-7.3, -2.9, 0.5], [1.1, 0.2, 0.8], [0.4, -1.2, 2.1], [-1.7, 0.8, -2.8], [0.7, -0.2, 0.2], [10.8, 2.9, -1.2], [-11.3, -2.7, 1.3], [-0.8, 2.3, -2.4], [0.0, 0.7, -1.0], [0.5, -2.9, 3.2], [0.4, -0.4, 1.4], [-0.2, -2.6, 0.4], [-0.3, 3.4, -1.8], [1.5, 0.6, -0.2], [-0.2, -0.7, 0.6], [-1.4, 0.0, -0.4], [1.4, 0.3, 1.1], [-0.2, -0.9, 1.2], [-1.4, 0.9, -2.1], [-1.1, -0.9, 1.2], [0.8, 0.5, 2.0], [0.3, -0.4, -2.4], [-0.3, -0.7, 0.4], [-1.4, -2.7, -1.8], [1.6, 3.5, 0.8]],
  "lowdin_charge": [-0.02, -0.36, 0.07, -0.02, -0.33, -0.03, -0.02, -0.20, 0.05, 0.13, 0.06, 0.05, 0.06, 0.12, 0.06, 0.12, 0.13, 0.10, 0.03, 0.09, 0.06, 0.08, -0.12, -0.07, 0.07, 0.01, 0.06, 0.10, -0.15, -0.05, 0.04, -0.04, -0.03, 0.02, -0.03, 0.05, -0.06, 0.01, 0.12, 0.07, -0.11, 0.07, -0.06, -0.05, 0.05, 0.02, -0.10, 0.04, 0.04, -0.07, 0.05, -0.04, -0.10, 0.09, -0.02, -0.01],
  "fmax_ev_per_a": 11.69,
  "de_lowest_kcal_mol": 159.8,
  "spin_multiplicity": 1,
  "total_charge": 0
}

---

{
  "formula": "C8H40B5KO4Pb2",
  "method": "wB97M-V/def2-TZVPD",
  "elements": ["Pb", "Pb", "K", "B", "H", "H", "H", "H", "B", "H", "H", "H", "H", "B", "H", "H", "H", "H", "B", "H", "H", "H", "H", "B", "H", "H", "H", "H", "C", "O", "C", "C", "O", "C", "H", "H", "H", "H", "H", "H", "H", "H", "H", "H", "C", "O", "C", "C", "O", "C", "H", "H", "H", "H", "H", "H", "H", "H", "H", "H"],
  "coordinates": [[-0.84756, -1.69813, 0.86921], [1.36490, 1.82594, -0.08728], [-3.84255, 1.38796, -0.29282], [-3.82645, -1.49515, -0.44217], [-4.48493, -2.44490, -0.39425], [-2.72547, -1.81402, -0.32057], [-3.98921, -0.85567, -1.37066], [-4.21520, -0.95918, 0.49039], [-0.40070, 2.50772, 2.08557], [0.65557, 2.81053, 1.74927], [-1.05880, 2.46681, 1.12833], [-0.32717, 1.50768, 2.63580], [-0.68571, 3.32514, 2.85093], [-2.10224, -0.48297, 2.95118], [-2.13628, 0.23468, 3.85263], [-3.15817, -0.92578, 2.77533], [-1.80670, 0.12837, 2.01133], [-1.34152, -1.33844, 3.17293], [-0.83669, 0.40358, -0.98862], [-1.08553, 0.58332, 0.11228], [0.27123, 0.26248, -1.22320], [-1.40268, -0.49823, -1.42348], [-1.11827, 1.34556, -1.60680], [1.81793, -0.52113, 1.34026], [1.49472, -0.66963, 0.23438], [2.37472, -1.44349, 1.74122], [2.47891, 0.42709, 1.41371], [0.81144, -0.34560, 1.88453], [1.35740, 1.19408, -3.63971], [1.46558, 2.18494, -2.64665], [0.87660, 3.44390, -3.04675], [1.17728, 4.49515, -1.95323], [0.80253, 4.13325, -0.60317], [0.94101, 5.33313, 0.14905], [0.32237, 0.83695, -3.71734], [1.89409, 0.27716, -3.39823], [1.65909, 1.53115, -4.63417], [-0.17943, 3.17419, -3.13243], [1.39209, 3.71674, -3.96870], [0.59691, 5.37448, -2.25287], [2.19569, 4.85694, -2.11707], [0.02130, 5.92853, 0.13277], [1.72846, 6.01310, -0.17992], [1.07303, 5.19796, 1.22276], [0.01129, -3.16982, -2.18756], [0.30933, -3.10239, -0.78641], [1.08099, -4.19454, -0.29220], [1.52102, -4.08983, 1.20056], [0.66298, -3.33182, 2.04900], [0.69929, -3.78807, 3.38292], [-0.02665, -2.14073, -2.54354], [-0.91783, -3.73256, -2.25361], [0.86215, -3.55614, -2.75646], [1.97490, -4.34766, -0.90494], [0.53101, -5.12686, -0.46304], [2.56776, -3.78870, 1.29550], [1.59456, -5.11427, 1.58362], [0.42449, -4.85256, 3.40157], [-0.12659, -3.38221, 3.96712], [1.62971, -3.69801, 3.94371]],
  "atomic_forces_ev_per_a": [[-1.1, 1.2, 1.3], [-0.3, -1.0, 1.6], [0.5, -0.2, 0.4], [-0.9, -0.7, 0.5], [-0.7, -1.3, -0.5], [1.5, -0.5, 0.0], [-0.2, 1.0, -2.0], [-0.3, 1.2, 1.6], [-0.6, -0.3, 0.3], [2.6, 0.8, -0.7], [-1.1, 0.1, -1.2], [0.2, -1.2, 0.4], [-0.5, 1.3, 0.7], [-0.9, -0.2, 0.3], [0.2, 0.9, 1.1], [-1.2, -0.8, -0.3], [0.4, 0.8, -1.4], [1.2, -1.3, 0.4], [-0.5, 0.5, -0.9], [-0.1, 0.3, 1.6], [1.9, -0.6, -0.4], [-0.6, -1.1, -0.6], [-0.7, 1.4, -0.7], [-0.1, -0.3, -0.2], [0.1, -0.5, -1.7], [0.8, -1.0, 0.4], [1.0, 1.3, 0.4], [-1.1, 0.5, 1.2], [-1.0, -0.9, -0.5], [0.9, 0.4, -0.3], [0.4, -1.3, 1.6], [-1.0, 0.0, -1.6], [1.0, 1.6, -1.6], [-0.8, 1.3, 1.5], [-0.2, 0.3, 0.0], [0.5, 0.4, 0.4], [0.2, 0.2, 0.1], [-0.2, 0.8, -0.4], [-0.5, 0.4, -0.1], [-0.3, 0.0, 0.1], [0.4, -0.5, 0.9], [-0.2, -0.2, -0.5], [0.3, -0.5, -0.3], [0.2, -0.9, -0.2], [0.6, 0.4, 0.5], [1.3, -0.5, -0.2], [-0.1, -0.5, 0.1], [0.4, -0.5, -0.2], [0.6, -0.7, -0.3], [-1.1, -1.3, 0.9], [-0.8, 0.0, 0.2], [0.1, 0.1, -0.7], [-0.2, -0.7, 0.2], [0.2, 0.4, 0.1], [-0.4, 0.1, 0.3], [-0.2, 0.9, -0.2], [-0.5, -0.1, -0.1], [0.4, -0.1, -0.2], [0.2, 0.8, -0.3], [0.3, 0.5, -0.5]],
  "lowdin_charge": [1.55, 1.59, 0.82, -0.48, -0.04, -0.14, -0.08, -0.08, -0.44, -0.12, -0.04, -0.04, -0.01, -0.48, -0.01, -0.03, -0.09, -0.07, -0.66, -0.08, -0.09, -0.02, 0.00, -0.52, -0.08, -0.01, -0.07, -0.05, -0.11, -0.37, -0.14, -0.18, -0.35, -0.09, 0.09, 0.10, 0.10, 0.13, 0.13, 0.13, 0.13, 0.11, 0.10, 0.10, -0.05, -0.37, -0.16, -0.18, -0.35, -0.08, 0.08, 0.11, 0.10, 0.13, 0.13, 0.12, 0.12, 0.09, 0.09, 0.10],
  "fmax_ev_per_a": 2.79,
  "spin_multiplicity": 1,
  "total_charge": 0
}

---

{
  "formula": "C8H44O18",
  "method": "wB97M-V/def2-TZVPD",
  "elements": ["O", "H", "H", "O", "H", "H", "O", "H", "H", "O", "H", "H", "O", "H", "H", "O", "H", "H", "O", "H", "H", "O", "H", "H", "O", "H", "H", "O", "H", "H", "C", "C", "O", "O", "H", "H", "H", "H", "H", "H", "C", "C", "O", "O", "H", "H", "H", "H", "H", "H", "C", "C", "O", "O", "H", "H", "H", "H", "H", "H", "C", "C", "O", "O", "H", "H", "H", "H", "H", "H"],
  "coordinates": [[-4.81800, 1.89800, 20.81600], [-4.47200, 2.17000, 21.65300], [-5.41700, 1.25300, 21.21600], [-7.23700, 2.30000, 22.90100], [-7.49800, 2.41000, 21.96300], [-6.93000, 3.14500, 23.13600], [-6.53200, 3.27600, 19.20600], [-5.98000, 2.84800, 19.86400], [-5.99500, 3.49500, 18.48000], [-9.48200, -0.18600, 23.23800], [-9.16500, 0.62200, 23.69200], [-10.12900, 0.29900, 22.65400], [-6.94900, 0.02300, 25.11300], [-6.88300, 0.77300, 24.51200], [-6.55500, -0.73500, 24.69100], [-8.23200, 4.66500, 20.51700], [-9.19000, 4.62000, 20.28700], [-7.81300, 4.23700, 19.80500], [-3.92200, 3.10400, 23.38800], [-4.76800, 2.98200, 23.83300], [-3.39900, 3.75600, 23.92000], [-7.79000, 3.35400, 25.72600], [-8.08200, 4.24700, 25.84900], [-8.56700, 2.95800, 25.25900], [-5.41700, 2.30100, 25.54200], [-6.35100, 2.57600, 25.36900], [-5.55700, 1.33400, 25.80300], [-9.35000, 1.94500, 20.94000], [-9.26300, 1.93100, 19.98200], [-10.02200, 2.61000, 20.95300], [-6.54900, -0.47000, 18.90400], [-7.61000, -0.65100, 19.95000], [-7.10400, 0.09100, 21.04100], [-6.81400, -1.09300, 17.70400], [-5.64300, -0.92500, 19.25400], [-6.30400, 0.57100, 18.72400], [-7.87300, -1.60500, 20.22800], [-8.56100, -0.19300, 19.56600], [-7.88100, 0.35100, 21.53000], [-5.96300, -1.43000, 17.52700], [-4.19700, -0.09000, 23.43000], [-4.66700, -1.23700, 22.65000], [-5.95400, -1.69800, 23.15100], [-3.00100, 0.39600, 22.81600], [-4.08100, -0.13900, 24.48900], [-4.99200, 0.64800, 23.46500], [-3.94600, -2.13600, 22.69200], [-4.64700, -1.03800, 21.54300], [-6.45100, -1.97800, 22.35700], [-2.66600, 1.07900, 23.30000], [-10.56000, 3.12000, 24.02300], [-11.46800, 4.24500, 24.51400], [-11.87500, 4.95500, 23.31000], [-10.09100, 2.10400, 24.93100], [-9.58700, 3.66400, 23.67700], [-10.96500, 2.69800, 23.10400], [-10.93000, 4.90900, 25.19100], [-12.38200, 3.86000, 25.00500], [-11.16400, 5.57200, 23.14500], [-10.91400, 1.89200, 25.41200], [-6.48400, 6.53100, 24.65900], [-5.53700, 5.70600, 23.80300], [-6.17700, 4.81500, 22.95500], [-5.79000, 7.59900, 25.11800], [-6.86600, 5.86900, 25.45900], [-7.35800, 6.93500, 24.10700], [-4.93100, 5.14500, 24.57000], [-5.03400, 6.44500, 23.24500], [-5.98500, 5.13600, 22.07400], [-6.44600, 8.28100, 25.18400]],
  "atomic_forces_ev_per_a": [[-0.8, -0.5, -0.2], [1.4, 1.2, 0.9], [-0.7, -0.6, -0.8], [-1.0, -2.1, -1.0], [0.0, -0.1, 0.7], [0.8, 2.1, 0.5], [-1.7, -0.1, 0.3], [0.9, -0.5, 0.6], [1.2, 0.3, -1.3], [-1.0, 1.8, -1.0], [0.3, -0.8, 0.3], [0.7, -1.2, 0.5], [-0.4, 0.7, 1.2], [-0.1, -0.3, -0.5], [0.1, -0.4, -0.8], [-2.8, 1.4, 1.6], [1.1, 0.3, 0.4], [1.5, -1.1, -1.6], [1.4, 0.9, -0.1], [0.1, -0.1, 0.6], [-0.9, -1.0, -0.7], [-1.2, -0.6, -0.7], [0.1, 0.9, 0.3], [0.8, -0.2, 0.7], [-0.7, -1.6, 0.2], [0.8, 0.2, 0.6], [0.3, 1.7, -0.4], [-0.1, -0.4, -0.7], [0.7, -0.6, -0.3], [-0.8, 0.8, 0.9], [0.5, 0.0, 0.7], [-0.3, 3.5, -1.4], [-0.2, -0.1, 0.1], [-1.5, -0.4, -1.0], [0.7, 0.0, 0.9], [-0.4, 0.5, 0.4], [-0.1, -2.6, 0.4], [0.6, -0.2, 0.2], [-0.3, 0.2, 1.0], [1.0, -1.0, -1.3], [0.4, 2.2, -0.2], [0.6, -3.4, -0.9], [0.7, 0.1, -1.3], [-1.6, -3.4, -2.0], [0.5, -1.3, 1.0], [-0.3, 0.6, -0.9], [-0.8, 1.3, 0.4], [-0.5, 0.4, 1.1], [0.1, 0.4, 0.9], [1.1, 3.0, 2.0], [2.9, 1.3, -1.1], [-0.6, -0.5, -0.6], [0.1, -0.5, 1.2], [-2.0, 1.0, -0.1], [-1.5, -1.0, 0.3], [-0.4, -0.3, 0.2], [-0.2, 0.0, 0.1], [0.4, 0.3, -0.2], [0.1, 0.4, -0.3], [0.8, -0.6, 0.2], [-2.0, -1.8, -0.9], [-0.4, -0.3, 2.2], [-0.4, -0.2, -0.3], [1.3, 1.6, 1.1], [0.0, 0.4, 0.0], [0.2, -0.8, -0.3], [0.0, 0.6, -1.1], [1.4, 0.6, -0.6], [-0.4, -0.4, -0.4], [0.1, 0.9, 0.4]],
  "lowdin_charge": [-0.03, 0.00, 0.01, -0.03, 0.03, -0.03, -0.03, 0.00, 0.04, -0.08, 0.00, 0.04, -0.04, -0.01, 0.01, -0.06, 0.05, -0.06, -0.07, -0.01, 0.08, -0.04, 0.03, 0.03, -0.11, -0.02, 0.07, -0.03, 0.06, 0.03, -0.27, -0.20, -0.09, -0.02, 0.12, 0.11, 0.10, 0.13, 0.03, 0.07, -0.27, -0.21, -0.09, -0.02, 0.12, 0.08, 0.14, 0.12, 0.09, 0.02, -0.24, -0.21, -0.06, -0.08, 0.14, 0.11, 0.12, 0.13, 0.08, 0.13, -0.30, -0.23, -0.06, -0.02, 0.11, 0.13, 0.14, 0.12, 0.10, 0.09],
  "fmax_ev_per_a": 4.25,
  "de_lowest_kcal_mol": 33.4,
  "spin_multiplicity": 1,
  "total_charge": 0
}

---

Calculated total energy values (in a.u.) by entry order: -1229.051196; -1739.196886; -1685.391621.
Highest occupied orbital energy values (in eV) by entry order: -8.4; -8.0; -9.6.